# 1
Here is C36H57N7P2STi as an isolated structure from OMol25. Energies are from wB97M-V/def2-TZVPD.

The geometry in XYZ format:
```
104
Properties=species:S:1:pos:R:3:lowdin_charge:R:1
Ti 0.37 0.18 -0.63 0.784
C -0.59 1.94 -4.57 0.013
C -0.03 1.63 -3.22 -0.258
N -0.14 0.45 -2.70 -0.094
N -0.77 -0.49 -3.46 0.034
C -0.78 -1.67 -2.91 -0.769
N -1.39 -2.67 -3.56 0.129
S -0.05 -2.08 -1.37 0.721
C 0.60 2.64 -2.36 -0.210
C 0.98 3.89 -2.81 0.037
C 1.52 4.80 -1.91 0.006
C 1.64 4.43 -0.58 0.002
C 1.26 3.15 -0.21 -0.091
N 0.79 2.26 -1.08 0.024
H -0.10 1.33 -5.33 0.105
H -1.64 1.65 -4.59 0.096
H -0.50 2.99 -4.83 0.078
H -1.77 -2.49 -4.47 0.125
H -1.35 -3.61 -3.22 0.095
H 0.85 4.17 -3.85 0.122
H 1.82 5.78 -2.24 0.131
H 2.02 5.11 0.17 0.127
H 1.33 2.83 0.82 0.092
C -3.23 -1.05 3.74 -0.120
C -3.98 -1.40 2.46 -0.528
C -5.01 -0.33 2.11 -0.096
P -2.73 -1.87 1.13 1.114
C -3.39 -3.56 0.68 -0.550
C -2.33 -4.43 -0.01 -0.144
C -4.73 -3.74 -0.02 -0.110
C -3.08 -0.61 -0.18 -0.291
C -4.19 -0.62 -1.03 -0.067
C -4.48 0.43 -1.88 -0.035
C -3.69 1.57 -1.90 -0.046
C -2.57 1.62 -1.08 -0.047
C -2.25 0.53 -0.26 -0.326
N -1.03 0.65 0.51 -0.144
C -1.02 1.37 1.71 -0.299
C -2.07 2.20 2.12 -0.007
C -1.96 2.89 3.32 -0.036
C -0.84 2.75 4.12 -0.049
C 0.20 1.92 3.73 -0.055
C 0.13 1.23 2.51 -0.302
P 1.31 0.07 1.81 1.081
C 0.85 -1.60 2.42 -0.532
C 1.78 -2.67 1.83 -0.101
C 0.70 -1.76 3.93 -0.085
C 3.07 0.42 2.25 -0.508
C 3.67 1.64 1.55 -0.109
C 3.38 0.49 3.75 -0.077
H -3.92 -0.86 4.56 0.086
H -2.56 -1.85 4.05 0.064
H -2.62 -0.15 3.61 0.055
H -4.53 -2.33 2.64 0.099
H -4.54 0.63 1.88 0.063
H -5.63 -0.61 1.26 0.069
H -5.67 -0.17 2.96 0.089
H -3.51 -3.96 1.69 0.102
H -2.61 -5.49 0.07 0.088
H -2.27 -4.19 -1.07 0.042
H -1.34 -4.30 0.42 0.048
H -4.68 -3.43 -1.07 0.067
H -5.00 -4.79 -0.02 0.089
H -5.54 -3.19 0.47 0.078
H -4.87 -1.46 -1.01 0.085
H -5.36 0.37 -2.52 0.120
H -3.94 2.41 -2.53 0.118
H -1.94 2.49 -1.06 0.120
H -2.95 2.30 1.50 0.113
H -2.77 3.53 3.63 0.122
H -0.77 3.28 5.06 0.119
H 1.06 1.80 4.37 0.100
H -0.14 -1.72 1.96 0.029
H 2.79 -2.60 2.23 0.082
H 1.40 -3.66 2.11 0.096
H 1.83 -2.64 0.74 0.034
H 1.66 -1.95 4.41 0.074
H 0.23 -0.89 4.40 0.072
H 0.06 -2.62 4.13 0.089
H 3.56 -0.48 1.86 0.099
H 3.32 2.56 2.02 0.087
H 4.75 1.61 1.65 0.099
H 3.44 1.70 0.48 0.042
H 3.15 1.48 4.15 0.076
H 2.86 -0.25 4.34 0.062
H 4.45 0.35 3.90 0.097
C 5.38 0.13 -1.75 -0.036
C 4.32 -0.05 -2.83 -0.620
C 4.23 -1.50 -3.28 -0.029
C 4.64 0.85 -4.03 -0.032
N 3.02 0.47 -2.31 -0.025
N 2.54 -0.24 -1.16 -0.059
H 6.37 -0.03 -2.17 0.100
H 5.27 -0.60 -0.94 0.081
H 5.35 1.14 -1.33 0.086
H 5.19 -1.85 -3.64 0.100
H 3.51 -1.62 -4.10 0.092
H 3.94 -2.18 -2.47 0.076
H 5.57 0.53 -4.50 0.098
H 4.75 1.89 -3.71 0.089
H 3.85 0.79 -4.78 0.086
H 2.32 0.32 -3.04 0.094
H 3.19 -0.03 -0.41 0.043
H 2.57 -1.25 -1.31 0.047
```

Output
E_HOMO: -12.83 eV
relative energy (zero: lowest compared OMol25 entry of this formula, charge and spin): 0.341 eV
net charge: +2
gap between HOMO and LUMO: 6.2 eV

=====

# 2
Here is a 9-piece molecular cluster, C36H59F6N7O4 overall from OMol25. Energies are from wB97M-V/def2-TZVPD.

The geometry in XYZ format:
```
112
Properties=species:S:1:pos:R:3:lowdin_charge:R:1
C 2.13 3.29 0.49 -0.095
C 1.38 4.58 0.86 -0.247
C 0.81 4.44 2.26 -0.201
C -0.29 3.50 2.32 -0.227
N -1.03 2.64 2.30 0.184
H 2.32 3.40 -0.59 0.071
H 1.44 2.43 0.42 0.068
H 2.98 3.04 1.15 0.088
H 0.55 4.67 0.16 0.085
H 1.95 5.50 0.78 0.108
H 0.46 5.36 2.74 0.125
H 1.54 3.95 2.93 0.132
C 0.61 -5.88 -4.62 -0.092
C 1.04 -4.94 -3.42 -0.227
C 2.46 -4.37 -3.68 -0.181
C 3.40 -5.49 -3.76 -0.245
N 4.12 -6.38 -3.76 0.137
H 0.43 -5.26 -5.48 0.050
H -0.40 -6.28 -4.45 0.066
H 1.33 -6.66 -4.86 0.066
H 0.95 -5.59 -2.54 0.091
H 0.33 -4.16 -3.23 0.080
H 2.80 -3.63 -3.02 0.076
H 2.43 -3.88 -4.68 0.083
C -1.70 -2.07 -6.17 -0.104
C -1.19 -0.61 -5.90 -0.235
C 0.18 -0.60 -5.13 -0.151
C 1.21 -1.45 -5.90 -0.210
N 1.95 -2.20 -6.38 0.149
H -0.98 -2.74 -6.72 0.077
H -2.59 -1.97 -6.82 0.067
H -2.01 -2.57 -5.24 0.074
H -1.92 -0.05 -5.29 0.098
H -1.10 0.03 -6.83 0.117
H 0.00 -1.23 -4.25 0.088
H 0.59 0.38 -4.91 0.072
C 5.15 1.39 -4.16 -0.114
C 4.27 0.54 -5.11 -0.258
C 3.41 1.29 -6.15 -0.166
C 2.48 2.15 -5.38 -0.219
N 1.69 2.75 -4.79 0.173
H 5.66 0.74 -3.43 0.075
H 4.68 2.15 -3.56 0.060
H 5.96 1.81 -4.77 0.073
H 3.55 -0.02 -4.45 0.102
H 4.94 -0.26 -5.57 0.132
H 2.93 0.54 -6.77 0.092
H 3.97 1.92 -6.83 0.110
C 3.46 -1.91 3.10 -0.113
C 3.06 -3.25 2.55 -0.265
C 1.53 -3.38 2.47 -0.168
C 1.23 -3.83 1.15 -0.237
N 0.90 -4.21 0.10 0.180
H 2.78 -1.67 3.93 0.069
H 3.31 -1.12 2.32 0.085
H 4.52 -1.93 3.46 0.089
H 3.53 -4.07 3.08 0.110
H 3.53 -3.29 1.59 0.097
H 1.06 -2.41 2.57 0.095
H 1.14 -4.15 3.16 0.139
C -0.05 -0.95 8.23 -0.086
C -0.48 -1.62 6.88 -0.245
C -1.49 -0.78 6.14 -0.207
C -1.05 0.61 6.05 -0.231
N -0.69 1.70 5.97 0.160
H 0.41 -0.02 7.95 0.052
H 0.68 -1.55 8.76 0.067
H -0.93 -0.83 8.87 0.076
H -0.90 -2.65 7.03 0.117
H 0.46 -1.78 6.27 0.112
H -2.44 -0.87 6.69 0.112
H -1.72 -1.07 5.13 0.086
C -0.36 4.55 -2.71 -0.112
C -1.78 4.51 -3.31 -0.249
C -2.78 3.88 -2.37 -0.187
C -2.51 2.45 -2.12 -0.184
N -2.29 1.34 -1.90 0.197
H 0.04 3.62 -2.34 0.043
H -0.44 5.18 -1.81 0.062
H 0.44 4.94 -3.40 0.075
H -1.76 3.85 -4.17 0.105
H -2.07 5.46 -3.64 0.091
H -3.74 3.84 -2.93 0.133
H -2.89 4.40 -1.45 0.107
C -4.54 2.84 3.82 -0.053
C -4.06 3.02 5.27 -0.157
O -4.98 2.30 6.18 0.029
C -4.89 0.97 6.05 -0.348
O -4.18 0.29 5.30 0.103
C -5.79 0.18 7.03 -0.532
F -6.79 0.97 7.48 0.146
F -6.39 -0.82 6.35 0.153
F -5.12 -0.32 8.06 0.182
H -5.09 1.90 3.75 0.071
H -3.58 2.72 3.23 0.076
H -5.20 3.61 3.44 0.068
H -4.20 4.09 5.59 0.137
H -3.03 2.79 5.47 0.077
C -1.62 -0.77 2.40 -0.066
C -1.58 -1.05 0.93 -0.230
O -0.40 -0.70 0.26 0.014
C -0.40 -0.92 -1.06 -0.425
O -1.22 -1.42 -1.75 0.145
C 1.06 -0.55 -1.53 -0.542
F 1.12 0.69 -2.00 0.158
F 1.95 -0.64 -0.53 0.147
F 1.49 -1.44 -2.42 0.135
H -0.93 -1.46 2.88 0.055
H -2.59 -1.01 2.84 0.089
H -1.39 0.23 2.74 0.035
H -2.40 -0.53 0.38 0.129
H -1.82 -2.11 0.75 0.136
```

Output
E_HOMO: -10.69 eV
SMILES string: CCOC(=O)C(F)(F)F.CCOC(=O)C(F)(F)F.CCCC#N.CCCC#N.CCCC#N.CCCC#N.CCCC#N.CCCC#N.CCCC#N
relative energy (zero: lowest compared OMol25 entry of this formula, charge and spin): 1.047 eV
net charge: 0
gap between HOMO and LUMO: 11.1 eV

=====

# 3
Here is C36H59N4PSSc as an isolated structure from OMol25. Energies are from wB97M-V/def2-TZVPD.

The geometry in XYZ format:
```
102
Properties=species:S:1:pos:R:3:lowdin_charge:R:1
Sc -0.61 -0.29 -0.43 0.810
C -4.56 -0.31 0.46 -0.051
C -3.81 -1.00 1.60 -0.362
C -4.41 -0.61 2.96 -0.020
C -2.33 -0.70 1.63 -0.197
C -1.84 0.62 1.60 -0.027
C -0.48 0.91 1.79 -0.184
C -0.04 2.35 1.97 -0.346
C -0.89 3.36 1.20 -0.053
C -0.11 2.68 3.47 -0.006
C 0.45 -0.16 1.89 -0.147
C -0.03 -1.49 2.01 -0.129
C -1.40 -1.71 1.85 0.006
C 0.84 -2.64 2.47 -0.349
C 0.73 -2.71 4.00 -0.009
C 0.46 -3.99 1.87 -0.048
C 1.92 0.12 2.00 -0.202
C 2.46 0.29 3.27 -0.018
C 3.81 0.56 3.44 -0.008
C 4.64 0.65 2.34 -0.018
C 4.12 0.48 1.07 -0.069
C 2.76 0.21 0.87 -0.276
P 2.09 -0.02 -0.82 1.153
C 2.90 -1.56 -1.53 -0.666
C 2.21 -2.74 -0.85 -0.092
C 2.66 -1.64 -3.04 -0.068
C 4.40 -1.67 -1.26 -0.059
C 2.49 1.52 -1.82 -0.664
C 2.00 2.70 -0.98 -0.083
C 3.98 1.73 -2.15 -0.052
C 1.72 1.49 -3.14 -0.096
H -5.60 -0.61 0.47 0.102
H -4.15 -0.56 -0.52 0.052
H -4.54 0.78 0.57 0.078
H -3.92 -2.08 1.48 0.137
H -4.33 0.47 3.12 0.094
H -3.91 -1.12 3.78 0.096
H -5.47 -0.87 2.99 0.101
H -2.53 1.43 1.45 0.129
H 0.99 2.43 1.65 0.120
H -1.87 3.50 1.66 0.096
H -1.04 3.07 0.16 0.039
H -0.40 4.33 1.21 0.106
H -1.13 2.57 3.84 0.101
H 0.20 3.71 3.63 0.105
H 0.54 2.04 4.06 0.074
H -1.76 -2.73 1.97 0.127
H 1.88 -2.40 2.22 0.126
H -0.29 -2.93 4.30 0.099
H 1.04 -1.79 4.49 0.074
H 1.37 -3.52 4.37 0.106
H -0.46 -4.38 2.31 0.090
H 1.24 -4.72 2.09 0.106
H 0.34 -3.96 0.78 0.060
H 1.82 0.22 4.14 0.116
H 4.21 0.68 4.44 0.130
H 5.70 0.85 2.46 0.129
H 4.79 0.53 0.22 0.093
H 1.14 -2.77 -1.07 0.052
H 2.35 -2.71 0.23 0.069
H 2.65 -3.67 -1.21 0.115
H 1.61 -1.47 -3.31 0.064
H 2.93 -2.64 -3.38 0.108
H 3.27 -0.93 -3.60 0.082
H 4.61 -1.76 -0.19 0.086
H 4.98 -0.83 -1.66 0.077
H 4.77 -2.57 -1.74 0.109
H 2.55 2.79 -0.04 0.090
H 0.93 2.63 -0.75 0.051
H 2.16 3.63 -1.54 0.104
H 4.59 1.91 -1.26 0.081
H 4.06 2.63 -2.77 0.107
H 4.40 0.91 -2.72 0.078
H 0.67 1.20 -3.01 0.020
H 2.15 0.81 -3.87 0.077
H 1.76 2.48 -3.59 0.103
C -2.99 -5.28 -1.92 0.045
N -2.30 -3.99 -1.97 -0.079
C -1.78 -3.40 -3.10 0.008
C -1.22 -2.24 -2.69 -0.142
N -1.38 -2.10 -1.32 -0.069
C -2.05 -3.19 -0.93 -0.111
H -3.74 -5.31 -2.71 0.112
H -3.48 -5.39 -0.96 0.104
H -2.27 -6.08 -2.06 0.112
H -1.87 -3.85 -4.07 0.151
H -0.74 -1.49 -3.30 0.095
H -2.36 -3.43 0.07 0.134
C -4.05 4.42 -2.00 -0.008
N -3.41 3.12 -1.71 0.008
C -2.22 2.68 -2.08 -0.715
S -2.02 0.93 -2.06 0.729
N -1.23 3.43 -2.53 0.011
C -1.08 4.89 -2.47 -0.012
H -5.12 4.25 -2.03 0.107
H -3.74 4.78 -2.97 0.097
H -3.83 5.15 -1.22 0.097
H -4.02 2.40 -1.35 0.116
H -0.46 2.92 -2.92 0.091
H -1.54 5.28 -1.56 0.090
H -1.50 5.38 -3.34 0.103
H -0.02 5.11 -2.43 0.096
```

Output
E_HOMO: -16.97 eV
relative energy (zero: lowest compared OMol25 entry of this formula, charge and spin): 0.000 eV
net charge: +3
gap between HOMO and LUMO: 8.1 eV

=====

# 4
Here is a 10-piece molecular cluster, C36H60F4O18 overall from OMol25. Energies are from wB97M-V/def2-TZVPD.

The geometry in XYZ format:
```
118
Properties=species:S:1:pos:R:3:lowdin_charge:R:1
C 9.55 14.80 10.32 -0.077
C 10.96 14.26 10.46 -0.259
O 10.80 13.30 11.54 0.102
C 9.66 13.55 12.22 -0.466
O 9.37 13.12 13.38 0.086
O 8.99 14.52 11.56 0.091
F 11.68 15.35 10.80 0.078
H 8.96 14.46 9.47 0.143
H 9.67 15.87 10.15 0.142
H 11.34 13.75 9.58 0.170
C 8.44 9.47 10.98 -0.096
C 7.91 9.04 9.68 -0.354
O 8.95 9.34 8.84 0.152
C 9.63 10.36 9.39 -0.483
O 10.45 11.10 8.83 0.115
O 9.33 10.47 10.70 0.093
F 6.76 9.67 9.35 0.084
H 9.01 8.66 11.44 0.136
H 7.58 9.85 11.52 0.160
H 7.71 7.98 9.52 0.175
C 14.61 15.69 12.51 -0.053
C 14.05 14.61 13.46 -0.354
O 14.22 13.43 12.71 0.120
C 14.56 13.76 11.43 -0.484
O 14.50 12.91 10.54 0.116
O 14.64 15.09 11.25 0.093
F 12.78 14.73 13.60 0.119
H 15.63 15.94 12.78 0.138
H 14.05 16.62 12.61 0.148
H 14.45 14.49 14.47 0.160
C 12.49 10.69 13.50 -0.050
C 13.29 10.18 12.27 -0.314
O 12.50 9.05 11.97 0.107
C 11.82 8.59 13.07 -0.544
O 11.11 7.63 13.11 0.159
O 11.84 9.55 14.00 0.079
F 14.51 9.86 12.63 0.094
H 11.89 11.55 13.20 0.125
H 13.25 11.08 14.17 0.123
H 13.42 10.78 11.37 0.155
C 17.59 12.83 15.58 -0.173
C 16.72 12.44 16.79 -0.131
C 15.43 12.06 16.08 -0.177
O 15.95 11.38 14.90 -0.166
C 17.26 11.81 14.55 -0.215
H 18.67 12.88 15.76 0.115
H 17.27 13.80 15.22 0.104
H 16.71 13.15 17.61 0.115
H 17.15 11.52 17.20 0.117
H 14.72 12.84 15.80 0.089
H 14.85 11.37 16.68 0.112
H 17.22 12.23 13.54 0.116
H 18.02 11.03 14.49 0.106
C 11.98 6.58 9.27 -0.150
C 11.60 7.07 7.88 -0.145
C 10.18 6.44 7.62 -0.146
O 9.66 6.25 8.96 -0.158
C 10.61 6.53 9.97 -0.206
H 12.69 7.25 9.74 0.086
H 12.36 5.55 9.29 0.117
H 12.34 6.72 7.16 0.107
H 11.51 8.16 7.83 0.103
H 10.09 5.54 7.01 0.113
H 9.58 7.23 7.17 0.100
H 10.58 5.84 10.81 0.122
H 10.38 7.51 10.40 0.078
C 18.33 7.70 12.39 -0.161
C 17.02 8.18 12.94 -0.194
C 17.11 8.01 14.43 -0.165
O 18.53 7.73 14.69 -0.152
C 19.31 8.11 13.55 -0.185
H 18.64 8.14 11.44 0.100
H 18.34 6.63 12.18 0.111
H 16.17 7.66 12.50 0.117
H 17.05 9.26 12.77 0.100
H 16.57 7.16 14.84 0.107
H 16.82 8.92 14.97 0.094
H 20.27 7.59 13.53 0.114
H 19.55 9.17 13.54 0.102
C 10.46 12.35 18.09 -0.148
C 10.17 13.33 16.97 -0.161
C 11.56 13.60 16.35 -0.174
O 12.41 12.54 16.76 -0.155
C 11.70 11.61 17.49 -0.218
H 9.61 11.77 18.45 0.110
H 10.66 12.94 18.98 0.104
H 9.71 14.19 17.44 0.109
H 9.50 12.84 16.27 0.106
H 11.97 14.59 16.59 0.116
H 11.53 13.56 15.26 0.087
H 12.23 11.12 18.31 0.118
H 11.48 10.84 16.75 0.111
C 14.85 8.87 8.86 -0.186
C 14.53 9.92 7.79 -0.144
C 15.88 10.45 7.40 -0.213
O 16.76 9.46 7.90 -0.151
C 16.26 9.05 9.22 -0.178
H 14.78 7.84 8.52 0.117
H 14.28 9.00 9.78 0.092
H 13.93 10.71 8.23 0.107
H 14.01 9.52 6.92 0.110
H 16.20 11.38 7.86 0.115
H 16.01 10.62 6.33 0.120
H 16.48 9.82 9.96 0.116
H 16.79 8.19 9.62 0.116
C 13.67 6.93 15.67 -0.164
C 12.67 6.45 16.64 -0.165
C 11.96 7.75 17.16 -0.175
O 13.08 8.61 17.31 -0.162
C 14.00 8.39 16.19 -0.146
H 13.25 7.05 14.67 0.092
H 14.55 6.29 15.59 0.103
H 13.22 6.02 17.47 0.114
H 12.03 5.66 16.24 0.114
H 11.46 7.63 18.12 0.118
H 11.26 8.22 16.46 0.107
H 15.01 8.59 16.53 0.106
H 13.90 9.08 15.36 0.087
```

Output
E_HOMO: -9.34 eV
SMILES string: O=C1OC[C@@H](F)O1.O=C1OC[C@@H](F)O1.O=C1OC[C@@H](F)O1.O=C1OC[C@@H](F)O1.C1CCOC1.C1CCOC1.C1CCOC1.C1CCOC1.C1CCOC1.C1CCOC1
net charge: 0
gap between HOMO and LUMO: 9.6 eV

=====

Which of these has the highest net charge?
C36H59N4PSSc

=====

Which formula does entry 4 have?
C36H60F4O18